1.
Here is a cluster of 12 separate species, C3H28NO13 in total from the OMol25 dataset. Energies are from ωB97M-V/def2-TZVPD.

Computed properties:
Calculated total energy = -1164.04149 Eh
E_HOMO = -6.2 eV
Kohn-Sham gap = 8.706 eV
Total charge = -1

Geometry as XYZ:
```
45
Properties=species:S:1:pos:R:3:forces:R:3
O -0.27362 -2.97024 -0.95593 -0.4 0.4 -0.4
C -0.82708 -2.11534 -0.25923 0.5 -0.2 1.5
N -0.15547 -1.22879 0.51420 -0.8 0.4 -0.5
C 1.17939 -0.56167 0.24860 -0.8 -0.4 1.5
O 1.05390 0.62407 0.90385 1.1 0.6 -0.5
C -2.32363 -2.00386 -0.15625 -2.6 1.1 -1.7
H -0.70653 -0.63715 1.18013 0.8 -0.8 -1.2
H 1.35559 -0.48041 -0.81917 -0.2 0.0 -0.6
H 2.01341 -1.16314 0.64496 -0.3 -0.3 -0.1
H -2.87119 -2.46504 -0.99690 1.1 0.1 -0.7
H -3.03736 -2.50331 0.51382 1.3 0.4 1.3
H -2.62082 -0.91908 -0.27857 0.2 -1.1 0.7
H 2.06973 3.08581 -0.06931 -0.1 0.1 0.1
H 1.00984 1.93467 0.02079 0.1 0.3 0.4
O 1.16791 2.87276 -0.32335 -0.3 0.1 -0.6
H -0.60540 -0.02988 -3.56314 -0.4 0.8 -0.1
H -0.26651 -1.17311 -4.29656 0.0 -0.3 -0.9
O -0.62760 -0.29603 -4.49525 0.4 -0.6 1.2
H -2.90251 -0.19002 -2.35102 0.2 0.0 -0.1
H -2.89512 1.34762 -2.55355 0.2 -0.1 0.0
O -3.46848 0.57672 -2.45392 -0.3 0.2 0.0
H 1.96551 -3.89402 -1.22005 -0.2 0.1 0.1
H 1.40779 -2.78873 -2.06905 0.1 -0.2 0.4
O 2.24796 -3.18267 -1.79855 0.5 0.0 -0.5
H 2.90232 0.18431 1.90215 -0.2 0.6 -0.5
H 4.24407 1.01715 1.72141 -0.4 0.0 -0.5
O 3.79628 0.33383 2.22028 0.6 -0.6 1.2
H -0.34677 -3.13656 2.29389 -0.2 0.2 0.0
H 1.12433 -3.31535 2.43679 0.2 0.2 0.1
O 0.39777 -2.79650 2.79716 0.2 -0.5 0.3
H 3.68301 1.54285 -1.30306 -0.1 0.0 -0.1
H 2.90748 1.23520 0.00110 0.5 -0.3 -0.4
O 3.78989 1.14564 -0.43531 -0.5 0.3 0.3
H -2.38248 0.84685 3.92385 0.2 0.0 -0.1
H -1.50448 0.13965 2.91333 -0.1 0.3 0.6
O -2.43138 0.21089 3.20564 -0.5 -0.3 -0.4
H 0.64089 0.89732 2.56587 -0.6 -0.3 0.2
H 0.74314 0.10523 3.85210 -0.2 -0.1 0.1
O 0.13692 0.71355 3.41306 1.1 0.2 -0.4
H -2.04864 4.04047 0.16848 0.1 0.3 0.0
H -2.85114 3.02614 0.87119 -0.3 -0.1 0.3
O -2.77738 3.98357 0.79568 0.2 -0.3 -0.3
H -0.52139 2.18175 -3.54413 0.2 0.3 0.2
H -0.38610 3.09381 -2.26713 0.4 -0.3 0.0
O -1.00604 2.71105 -2.89892 -0.5 -0.2 -0.2
```
Forces are in eV/Å.

=====

2.
Here is a cluster of 11 separate species, C3H29N2O10 in total from the OMol25 dataset. Energies are from ωB97M-V/def2-TZVPD.

Computed properties:
Calculated total energy = -993.36396 Eh
E_HOMO = -11.1 eV
Kohn-Sham gap = 8.467 eV
Total charge = +1

Geometry as XYZ:
```
44
Properties=species:S:1:pos:R:3:forces:R:3
C 1.13891 -1.69289 -2.00274 -0.8 -0.9 0.0
C 0.15515 -0.76077 -1.35532 1.4 -0.3 0.5
C 0.18695 0.53253 -1.65518 -1.4 0.7 0.5
N 0.82884 1.17214 -2.69190 1.1 -0.4 -0.1
N -0.68471 -1.30607 -0.27681 0.6 1.2 -0.9
H 2.14192 -1.72197 -1.54048 -0.1 0.9 -0.7
H 0.98401 -1.40089 -3.04335 1.4 -0.3 -0.3
H 0.91732 -2.76911 -1.96341 -0.7 0.4 0.0
H -0.49404 1.21087 -1.15026 0.2 -0.2 0.1
H 1.62561 0.66937 -3.06576 -0.1 0.0 -0.1
H 1.13408 2.10749 -2.43884 -0.5 0.0 -0.1
H -1.57428 -1.56245 -0.70787 -0.1 -0.7 0.3
H -0.93109 -0.59742 0.40880 0.0 0.1 -0.1
H -0.12637 -2.01300 0.22122 -0.9 -0.4 -0.2
H -3.38915 0.50314 -0.09599 -0.2 0.1 0.2
H -2.27188 1.62278 -0.04019 -0.6 0.3 0.2
O -2.60559 0.85114 -0.51945 0.7 -0.1 -0.1
H -3.06782 -1.47861 -3.28903 -0.1 -0.2 -0.2
H -2.22584 -0.25743 -2.96188 0.0 0.2 0.2
O -2.78701 -0.92824 -2.55744 0.1 -0.3 0.1
H 1.61858 -3.02746 0.60833 1.7 -0.3 -0.1
H 0.85957 -4.50999 0.38148 1.1 -0.2 -0.2
O 0.86512 -3.58024 0.57728 -2.7 0.3 0.4
H 3.79641 -1.65250 2.03671 0.2 -0.3 0.1
H 3.30662 -0.88626 3.29673 0.5 -0.2 0.2
O 3.42977 -0.82581 2.34559 -0.1 0.7 0.1
H -1.51474 2.45599 3.33133 0.0 0.1 0.2
H -0.67659 1.63461 2.39373 0.0 -0.1 0.0
O -0.75921 1.86037 3.32632 0.0 0.0 -0.2
H 2.16480 2.10291 1.59972 -0.2 0.0 0.1
H 3.54594 1.71961 1.14033 0.3 -0.1 -0.2
O 2.65789 1.86803 0.80676 -0.1 0.0 0.2
H -3.75468 -2.62043 -0.13534 0.0 0.0 -0.3
H -3.54245 -2.08273 1.24546 0.2 0.0 0.1
O -3.11148 -2.12844 0.38455 -0.6 -0.2 0.4
H 1.62528 -0.73080 2.23769 -0.4 0.0 -0.9
H 0.73387 -1.81932 2.66992 -0.6 -0.2 -0.2
O 0.80420 -1.18469 1.94334 0.6 0.2 1.0
H -2.42958 3.76272 1.29201 0.1 1.5 1.1
H -0.93463 3.68855 0.44939 0.5 1.1 0.6
O -1.82425 3.44153 0.66269 -0.4 -2.8 -1.9
H 1.68102 2.77914 -0.42509 -0.4 -0.5 0.0
H 1.50847 4.18259 -0.65270 -0.6 0.4 -0.4
O 0.99508 3.37204 -0.79037 0.8 0.4 0.5
```
Forces are in eV/Å.

=====

3.
Here is a cluster of 11 separate species, C3H29NO10S in total from the OMol25 dataset. Energies are from ωB97M-V/def2-TZVPD.

Computed properties:
Calculated total energy = -1337.03758 Eh
E_HOMO = -8.9 eV
Kohn-Sham gap = 9.052 eV
SMILES = C[C@H](N)CS.O.O.O.O.O.O.O.O.O.O

Geometry as XYZ:
```
44
Properties=species:S:1:pos:R:3:forces:R:3
C -2.07757 1.04075 -0.92928 -0.2 0.3 0.9
C -1.48029 1.11489 0.49947 1.3 -1.1 -0.3
C -2.48888 1.62088 1.52177 -0.3 0.0 -1.0
S -2.00283 2.14457 3.15483 0.2 0.9 0.6
N -0.93482 -0.14843 1.03397 -0.5 -0.1 0.0
H -2.12947 2.08094 -1.23879 -0.1 0.1 -0.5
H -1.44851 0.47333 -1.61116 0.1 0.0 0.0
H -3.09540 0.63559 -0.96434 0.1 -0.1 0.1
H -0.56234 1.70059 0.37251 -0.4 0.7 0.4
H -3.23300 0.83352 1.65570 -0.1 0.0 -0.2
H -2.99958 2.48869 1.09129 0.0 -0.1 0.2
H -0.93524 1.40129 3.42646 0.1 -0.5 -0.3
H -0.34775 -0.65892 0.38218 0.2 0.4 -0.3
H -1.70059 -0.77992 1.23052 -0.1 -0.1 0.4
H 0.86188 -0.94573 2.07431 -0.3 0.0 -0.1
H 0.41983 -2.41602 2.23347 -0.2 0.2 0.0
O 1.19266 -1.83276 2.24470 0.2 -0.6 0.5
H -3.19666 -1.45724 -0.23826 -0.4 -0.3 -0.2
H -4.59871 -2.12635 0.04978 -0.1 0.3 -0.2
O -3.65623 -2.18411 0.20899 0.2 0.1 0.2
H 2.06425 -1.78140 -3.18317 0.3 0.3 -0.3
H 2.06860 -1.38035 -1.65495 -0.5 -0.2 -0.8
O 1.64010 -1.93441 -2.34640 0.0 0.0 0.9
H 2.74504 -2.57826 1.57081 0.3 0.5 -0.7
H 4.05240 -1.80451 1.48764 0.4 0.1 0.3
O 3.51455 -2.40215 0.97191 -0.1 -0.6 0.2
H 1.20178 2.99952 -1.98326 0.0 -0.1 0.0
H 0.79217 4.41342 -2.31369 -0.2 -0.3 0.7
O 0.78234 3.77428 -1.57243 -0.2 0.8 -0.8
H 2.97404 -0.93659 -0.08371 -0.6 0.3 0.9
H 2.26659 0.45567 0.33027 0.4 -0.1 -0.1
O 2.14703 -0.40222 -0.09202 0.1 0.2 -0.8
H 1.93328 3.75090 0.13763 0.2 -0.9 -0.1
H 2.17395 2.87790 1.39600 0.3 0.0 -1.0
O 2.38192 2.92387 0.43423 -0.5 0.5 1.1
H -1.20543 -2.60785 0.47834 0.6 -1.1 0.2
H -2.32769 -3.07730 1.26927 0.4 -0.5 0.4
O -1.35528 -3.18063 1.26449 -0.6 0.9 -0.4
H 3.19741 2.41278 -2.98036 -0.5 -0.6 0.8
H 2.58528 1.70146 -1.67143 0.6 0.1 0.0
O 2.47294 1.86347 -2.61616 0.1 0.2 -0.8
H -0.70538 -3.42241 -1.86442 -0.3 0.0 0.4
H -0.11213 -2.06748 -1.76270 -0.3 -0.2 0.2
O -0.87427 -2.58328 -1.41405 0.5 0.5 -0.7
```
Forces are in eV/Å.

=====

4.
Here is a cluster of 12 separate species, C3H29NO12S in total from the OMol25 dataset. Energies are from ωB97M-V/def2-TZVPD.

Computed properties:
Calculated total energy = -1487.50364 Eh
E_HOMO = -8.5 eV
Kohn-Sham gap = 8.293 eV
SMILES = NC(=O)CCS.O.O.O.O.O.O.O.O.O.O.O

Geometry as XYZ:
```
46
Properties=species:S:1:pos:R:3:forces:R:3
C -0.13510 2.12068 0.69742 0.0 -1.1 0.5
C -1.01833 3.01531 1.50257 -1.1 1.1 0.4
S -1.41764 4.56648 0.67544 -0.6 0.7 -0.7
C 1.32769 2.19547 1.00323 0.7 0.0 -0.9
N 2.11341 1.78719 -0.07108 0.2 0.3 -0.3
O 1.83236 2.43186 2.07159 -0.1 0.2 0.7
H -0.34782 1.08903 0.99791 -0.2 -0.2 0.0
H -0.30654 2.17739 -0.38287 -0.1 0.2 0.6
H -1.99385 2.56843 1.70785 0.1 -0.2 -0.4
H -0.74975 3.39231 2.48063 1.1 -0.9 0.2
H -0.24269 4.84807 0.10171 0.1 -0.2 0.1
H 1.73933 1.94546 -0.99079 -0.6 -0.3 0.2
H 3.07596 2.07168 -0.09065 0.4 -0.1 0.7
H 2.68491 -1.06970 2.21837 -0.2 -0.2 1.6
H 2.59992 -1.21393 3.84889 0.2 0.5 -0.6
O 2.41688 -1.62163 2.99367 -0.1 0.1 -0.8
H -1.77339 -0.50569 3.46714 1.5 0.6 0.0
H -0.25986 0.17319 3.36763 0.1 -0.9 0.1
O -1.20711 0.29030 3.37786 -1.5 0.3 -0.1
H -0.41942 -1.58561 -2.64430 1.8 0.1 -0.7
H 0.80082 -1.01205 -3.82431 -0.9 -0.9 0.6
O 0.25365 -0.88168 -3.02876 -0.6 0.6 -0.5
H -2.80440 -3.00821 0.58467 -0.2 0.0 -0.4
H -2.25935 -2.02098 1.50227 0.7 0.5 0.8
O -2.76453 -2.05290 0.70377 -0.6 -0.3 -0.4
H -2.82188 0.35501 -1.95968 -0.4 -0.5 1.0
H -3.50110 -0.51332 -0.80257 0.3 0.2 0.9
O -3.48934 -0.32043 -1.73023 0.2 0.2 -1.6
H -0.44000 -2.62782 -0.79600 -0.4 -0.2 -0.3
H -1.72190 -2.03710 -1.31392 -1.9 1.0 0.7
O -1.00547 -2.55922 -1.59718 1.4 -0.8 -0.7
H -0.31923 -4.39836 0.61373 0.3 1.5 0.3
H 0.84600 -3.41652 0.64188 0.0 -0.2 0.7
O -0.11627 -3.43563 0.77964 -0.3 -1.4 -0.5
H -0.11616 2.52780 -2.69843 -0.1 -0.3 -0.5
H 1.29687 3.09083 -2.24146 0.7 0.2 -1.0
O 0.37434 3.04846 -2.05526 -0.6 0.6 0.6
H -2.13597 0.93193 -3.54123 -0.7 0.3 -0.4
H -0.73485 0.39629 -3.48263 0.2 0.4 0.5
O -1.24871 1.24242 -3.39012 0.3 -0.5 -0.1
H 1.75183 -0.21580 -2.00642 0.3 -1.0 0.9
H 2.21687 -0.25091 -0.54010 0.0 0.5 0.3
O 2.31386 -0.71692 -1.36630 0.0 0.0 -0.8
H 2.48109 -3.73052 2.53428 -0.1 -0.2 -2.1
H 2.74754 -3.11225 1.13328 0.1 -0.8 0.5
O 2.47732 -3.95840 1.54881 0.4 0.9 1.2
```
Forces are in eV/Å.

=====

5.
Here is a structure of composition C3H2AgO3 from the OMol25 dataset. Energies are from ωB97M-V/def2-TZVPD.

Computed properties:
Calculated total energy = -487.19851 Eh
Expectation value of S² = 0.772
E_HOMO (spin up / spin down) = -21.1 / -20.7 eV
Kohn-Sham gap (spin up / spin down) = 10.077 / 6.413 eV
Multiplicity = 2
Total charge = +2

Geometry as XYZ:
```
9
Properties=species:S:1:pos:R:3:forces:R:3
O 0.70391 1.53387 2.45474 -1.4 2.6 -2.1
C 0.19671 1.64090 1.41553 2.2 -5.9 4.1
C 0.01415 1.00325 0.17017 1.2 3.5 1.5
O -1.05192 0.16604 0.07097 -1.4 -0.3 -0.6
C -0.70744 -0.97336 -0.56420 -0.2 1.6 -0.2
O -1.72465 -1.70141 -0.71854 1.0 0.5 0.2
H -1.54503 -2.47920 -1.27344 -0.1 -0.6 -0.1
Ag 1.45430 -0.49261 -0.98731 -0.4 0.0 0.1
H 0.15230 2.36331 0.10431 -0.8 -1.3 -3.0
```
Forces are in eV/Å.